(1)
6
Properties=species:S:1:pos:R:3:forces:R:3:mulliken_charge:R:1 method="wB97M-V/def2-TZVPD" e_above_lowest_kcal_mol=38.3 homo_lumo_gap_ev="7.492 / 6.923" energy_ev=-38764.28188 e_lumo_ev="-1.7 / -2.1" homo_ha="-0.3386 / -0.3329" total_charge=0
C 1.041 0.971 -1.927 -0.85 0.14 -1.44 0.423
N 1.326 0.272 -1.071 1.51 0.07 0.21 -0.351
O -1.639 -1.000 3.219 -1.17 -0.09 1.96 -0.327
S -0.081 -0.206 0.928 -2.22 -3.83 2.49 -0.110
S -1.042 -1.693 2.119 2.54 3.44 -3.39 0.422
Cl 0.395 1.656 -3.269 0.18 0.27 0.18 -0.056



(2)
15
Properties=species:S:1:pos:R:3:forces:R:3:mulliken_charge:R:1 method="wB97M-V/def2-TZVPD" e_above_lowest_kcal_mol=264.5 homo_lumo_gap_ev=2.394 energy_ev=-54350.01470 e_lumo_ev=-12.9 homo_ha=-0.5611 total_charge=+3
Na -0.056 -0.152 3.852 -1.14 0.11 2.94 1.019
Na 3.758 -0.127 0.107 2.26 0.43 -0.94 1.016
Na 2.222 -2.338 1.853 0.61 -1.55 0.71 0.911
Na -0.867 -0.885 -1.884 1.62 -4.18 -2.56 0.930
Na 1.366 1.160 1.523 1.64 4.58 0.46 0.693
Na -1.378 1.890 0.226 -1.70 3.02 0.26 0.975
Cl 0.508 -0.844 0.626 -7.72 -1.02 -1.51 1.522
O 0.403 -0.445 2.014 0.45 -3.46 2.60 -0.929
O -0.457 0.122 0.066 5.44 -4.23 2.44 -0.491
O 1.773 -0.446 0.249 5.47 0.31 -1.96 -0.757
O 0.360 -2.268 0.372 0.00 1.57 0.84 -0.581
C -2.004 1.034 -2.237 -0.57 5.47 1.56 0.889
O -1.764 0.495 -1.117 -7.06 2.31 -0.28 -1.069
O -1.600 0.547 -3.225 1.91 -4.69 -6.54 -0.591
O -2.265 2.256 -2.423 -1.22 1.34 1.97 -0.537



(3)
5
Properties=species:S:1:pos:R:3:forces:R:3:mulliken_charge:R:1 method="wB97M-V/def2-TZVPD" e_above_lowest_kcal_mol=38.8 homo_lumo_gap_ev=6.886 energy_ev=-22670.86050 e_lumo_ev=-2.2 homo_ha=-0.3326 total_charge=0
C 0.324 0.146 0.124 1.45 -0.61 0.65 0.054
F -0.622 0.021 0.987 -0.92 0.07 0.53 -0.081
F 0.163 -0.884 -0.677 -0.13 -0.32 -0.37 -0.105
I -0.246 2.051 -1.729 -0.64 1.50 -0.35 0.121
I -1.087 4.178 -0.259 0.25 -0.65 -0.46 0.011



(4)
5
Properties=species:S:1:pos:R:3:forces:R:3:mulliken_charge:R:1 method="wB97M-V/def2-TZVPD" e_above_lowest_kcal_mol=8.4 homo_lumo_gap_ev=10.910 energy_ev=-10563.00887 e_lumo_ev=-1.7 homo_ha=-0.4642 total_charge=0
O -0.391 -1.279 -0.011 -0.34 -0.01 -0.51 -0.363
C -0.486 -0.107 -0.082 1.55 -2.34 1.64 0.661
F -1.604 0.549 0.132 0.62 0.85 -0.67 -0.151
O 0.587 0.738 -0.169 1.08 1.14 0.16 -0.060
F 1.894 0.099 0.130 -2.90 0.36 -0.62 -0.087



(5)
7
Properties=species:S:1:pos:R:3:forces:R:3:mulliken_spin:R:1 method="wB97M-V/def2-TZVPD" multiplicity=3 e_above_lowest_kcal_mol=47.1 homo_lumo_gap_ev="8.620 / 7.231" energy_ev=-23443.49890 e_lumo_ev="0.5 / -5.6" homo_ha="-0.2974 / -0.4699" total_charge=0
C -1.012 -0.019 0.034 5.33 -0.76 -7.74 0.597
O -1.650 0.098 1.016 -4.26 0.75 6.81 0.929
O 1.170 0.099 -1.441 -0.84 0.08 3.64 0.125
O 1.225 -1.196 0.782 -0.27 2.67 -1.23 0.087
F -1.543 -0.210 -1.184 -0.32 0.10 0.20 0.108
F 1.032 1.285 0.819 0.37 -1.11 -0.73 0.025
S 0.779 -0.057 -0.025 -0.01 -1.73 -0.97 0.129



(6)
9
Properties=species:S:1:pos:R:3:forces:R:3:mulliken_charge:R:1 method="wB97M-V/def2-TZVPD" e_above_lowest_kcal_mol=1.0 homo_lumo_gap_ev=6.708 energy_ev=-42492.15077 e_lumo_ev=-1.9 homo_ha=-0.3151 total_charge=0
K -1.604 3.370 -0.515 0.28 -0.57 0.13 0.979
C -0.008 0.034 -0.599 -0.11 0.04 0.06 0.561
F -1.349 0.041 -0.817 0.00 0.13 -0.11 -0.255
F 0.586 -0.255 -1.751 -0.12 0.03 0.03 -0.233
F 0.285 1.360 -0.334 0.02 0.38 -0.24 -0.297
S 0.474 -1.029 0.843 -0.16 0.08 -0.15 1.135
O 1.890 -1.169 0.632 0.05 -0.03 0.09 -0.619
O 0.072 -0.161 1.929 -0.08 -0.09 0.06 -0.651
O -0.346 -2.192 0.611 0.13 0.04 0.12 -0.620



(7)
14
Properties=species:S:1:pos:R:3:forces:R:3:mulliken_spin:R:1 method="wB97M-V/def2-TZVPD" multiplicity=5 e_above_lowest_kcal_mol=30.8 homo_lumo_gap_ev="5.659 / 5.702" energy_ev=-72343.37782 e_lumo_ev="-1.6 / -1.6" homo_ha="-0.2678 / -0.2689" total_charge=0
Na 0.107 -4.144 6.890 0.00 -0.46 -0.06 -0.002
N 2.321 -3.878 6.282 -1.14 1.17 0.27 0.000
S 2.757 -3.059 5.157 -0.22 -2.83 -0.08 0.000
O 1.909 -1.990 4.480 -0.36 -0.50 0.09 -0.002
C 4.175 -1.978 5.717 -0.30 -0.99 -0.68 0.000
F 5.166 -2.750 6.142 0.08 0.28 0.05 0.000
F 3.695 -1.261 6.735 0.32 0.10 -0.30 0.000
F 4.594 -1.189 4.741 0.28 0.37 0.14 0.000
Pm -0.246 -2.838 3.839 -2.24 -0.55 1.57 4.056
S -1.853 -5.252 4.293 0.62 0.82 -0.32 -0.014
O -1.679 -3.771 5.182 1.49 0.98 0.18 -0.025
S 1.540 -5.244 3.417 1.03 3.44 -0.02 -0.002
O 0.832 -4.050 2.586 2.02 -2.65 -0.85 -0.012
O 3.276 -4.068 3.974 -1.58 0.81 0.01 0.003



(8)
10
Properties=species:S:1:pos:R:3:forces:R:3:mulliken_spin:R:1 method="wB97M-V/def2-TZVPD" multiplicity=4 homo_lumo_gap_ev="6.179 / 6.189" energy_ev=-62128.77381 e_lumo_ev="-2.0 / -2.1" homo_ha="-0.3014 / -0.3054" total_charge=0
V -0.010 -2.862 -0.016 0.04 0.90 1.02 3.173
N 0.377 -1.066 0.409 0.13 0.01 1.49 -0.022
S 0.372 -1.328 2.168 -0.09 -1.20 -1.47 -0.127
S -0.662 -0.102 -0.280 -1.65 1.37 -1.41 -0.030
O -1.799 0.450 0.455 1.83 -1.25 -0.92 -0.001
O -0.887 -0.765 -1.594 0.05 0.43 1.47 0.007
C 0.419 1.385 -0.617 -0.52 -0.53 -0.03 0.001
F -0.264 2.270 -1.329 0.00 0.19 -0.02 -0.001
F 0.798 1.922 0.535 -0.02 0.08 0.01 0.000
F 1.492 1.011 -1.297 0.23 0.01 -0.14 0.000